No. 1
Molecular formula: C16H21AsF6OPbS4
Method: DFT, ωB97M-V/def2-TZVPD

Results
Gap between HOMO and LUMO (spin up / spin down) (Ha): 0.27301 / 0.20743
Highest occupied orbital energy (spin up / spin down) (eV): -5.32 / -5.41
Electronic energy (Ha): -5318.28339

ORCA input file:
```
! RIJCOSX wB97M-V def2-TZVPD def2/J DEFGRID3
* xyz -1 2
Pb -0.138 0.230 1.155
C -0.153 4.989 -0.201
C -0.491 3.565 0.191
S 0.782 2.687 0.864
C -1.804 3.105 -0.007
C -2.835 4.071 -0.553
S -2.352 1.529 0.279
H 0.919 5.150 -0.146
H -0.643 5.707 0.464
H -0.487 5.198 -1.221
H -2.855 4.996 0.030
H -3.823 3.622 -0.530
H -2.601 4.341 -1.588
S 0.653 -0.350 -1.326
C 0.488 -2.025 -1.221
C 0.428 -3.232 -1.235
C 0.325 -4.673 -1.244
C 1.405 -5.462 -1.651
C 1.304 -6.845 -1.665
C 0.127 -7.466 -1.272
C -0.955 -6.690 -0.871
C -0.863 -5.305 -0.855
H 2.322 -4.978 -1.960
H 2.154 -7.442 -1.978
H 0.048 -8.546 -1.282
H -1.880 -7.164 -0.563
H -1.709 -4.694 -0.569
C -5.689 -1.047 -0.401
C -4.762 -0.770 -1.581
S -3.112 -1.458 -1.206
O -3.355 -2.857 -0.723
C -2.533 -1.589 -2.901
C -2.321 -0.212 -3.528
H -6.727 -0.839 -0.666
H -5.416 -0.432 0.463
H -5.605 -2.094 -0.107
H -4.622 0.305 -1.739
H -5.116 -1.246 -2.499
H -3.245 -2.217 -3.439
H -1.588 -2.128 -2.798
H -3.269 0.259 -3.804
H -1.708 -0.293 -4.427
H -1.795 0.444 -2.829
F 1.758 0.583 3.187
As 3.452 0.587 3.642
F 3.827 0.048 2.050
F 3.557 2.224 3.103
F 3.289 -1.048 4.157
F 3.006 1.128 5.218
F 5.115 0.591 4.070
*
```

And the Löwdin charges, in e, turn out to be: atom 1 (Pb): 0.798, atom 2 (C): -0.135, atom 3 (C): -0.772, atom 4 (S): 0.642, atom 5 (C): -0.776, atom 6 (C): -0.138, atom 7 (S): 0.538, atom 8 (H): 0.059, atom 9 (H): 0.085, atom 10 (H): 0.078, atom 11 (H): 0.079, atom 12 (H): 0.054, atom 13 (H): 0.083, atom 14 (S): 0.421, atom 15 (C): -0.667, atom 16 (C): -0.070, atom 17 (C): -0.233, atom 18 (C): -0.044, atom 19 (C): -0.101, atom 20 (C): -0.110, atom 21 (C): -0.090, atom 22 (C): -0.029, atom 23 (H): 0.112, atom 24 (H): 0.096, atom 25 (H): 0.093, atom 26 (H): 0.098, atom 27 (H): 0.091, atom 28 (C): -0.146, atom 29 (C): -0.399, atom 30 (S): 0.823, atom 31 (O): -0.534, atom 32 (C): -0.400, atom 33 (C): -0.148, atom 34 (H): 0.070, atom 35 (H): 0.071, atom 36 (H): 0.060, atom 37 (H): 0.070, atom 38 (H): 0.087, atom 39 (H): 0.090, atom 40 (H): 0.060, atom 41 (H): 0.064, atom 42 (H): 0.076, atom 43 (H): 0.033, atom 44 (F): -0.406, atom 45 (As): 0.650, atom 46 (F): -0.258, atom 47 (F): -0.269, atom 48 (F): -0.254, atom 49 (F): -0.256, atom 50 (F): -0.252

No. 2
Molecular formula: C16H21BClN5O2S6SbZr
Method: DFT, ωB97M-V/def2-TZVPD

Results
Gap between HOMO and LUMO (Ha): 0.24467
Highest occupied orbital energy (eV): -4.67
Electronic energy (Ha): -4208.38774

ORCA input file:
```
! RIJCOSX wB97M-V def2-TZVPD def2/J DEFGRID3
* xyz -1 1
Zr 0.894 -1.255 0.261
S 4.947 -0.327 2.081
Sb 3.449 -2.021 2.117
S 1.453 -0.774 2.673
S 3.132 -0.731 -0.983
S 3.578 -2.690 -0.766
C -1.124 -2.701 3.064
N -1.929 -1.671 2.462
C -2.598 -0.683 3.139
C -3.333 -0.004 2.226
N -3.142 -0.569 1.000
B -3.835 -0.150 -0.312
N -2.747 0.099 -1.398
C -2.961 -0.073 -2.734
C -1.801 0.147 -3.400
N -0.860 0.460 -2.458
C 0.531 0.731 -2.677
C -1.458 0.413 -1.239
S -0.618 0.851 0.179
C -2.265 -1.573 1.147
S -1.610 -2.552 -0.072
H -0.360 -2.242 3.701
H -0.638 -3.288 2.273
H -1.748 -3.362 3.672
H -2.460 -0.535 4.191
H -3.990 0.834 2.345
H -4.443 0.858 -0.114
H -4.512 -1.058 -0.692
H -3.928 -0.343 -3.106
H -1.563 0.109 -4.444
H 0.691 0.986 -3.722
H 1.140 -0.156 -2.429
H 0.845 1.568 -2.046
N 2.493 1.615 0.733
C 1.953 2.837 0.381
C 2.193 3.378 -0.885
C 1.579 4.552 -1.272
C 0.718 5.210 -0.410
C 0.483 4.686 0.853
C 1.095 3.516 1.249
H 3.384 1.396 0.294
H 2.525 1.438 1.734
H 2.844 2.848 -1.566
H 1.775 4.958 -2.256
H 0.238 6.128 -0.715
H -0.185 5.195 1.534
H 0.897 3.087 2.223
Cl 2.931 -5.650 -0.289
C 1.689 -4.729 -1.125
C 1.684 -3.289 -0.624
O 1.000 -2.417 -1.372
O 1.352 -3.129 0.678
H 0.723 -5.186 -0.907
H 1.887 -4.744 -2.196
*
```

And the Löwdin charges, in e, turn out to be: atom 1 (Zr): 0.976, atom 2 (S): -0.271, atom 3 (Sb): 0.484, atom 4 (S): -0.064, atom 5 (S): 0.090, atom 6 (S): 0.291, atom 7 (C): -0.096, atom 8 (N): -0.130, atom 9 (C): -0.051, atom 10 (C): -0.077, atom 11 (N): -0.046, atom 12 (B): -0.460, atom 13 (N): -0.010, atom 14 (C): -0.063, atom 15 (C): -0.039, atom 16 (N): -0.115, atom 17 (C): -0.057, atom 18 (C): -0.693, atom 19 (S): 0.708, atom 20 (C): -0.765, atom 21 (S): 0.721, atom 22 (H): 0.019, atom 23 (H): 0.052, atom 24 (H): 0.093, atom 25 (H): 0.117, atom 26 (H): 0.115, atom 27 (H): 0.070, atom 28 (H): 0.072, atom 29 (H): 0.117, atom 30 (H): 0.115, atom 31 (H): 0.099, atom 32 (H): 0.013, atom 33 (H): 0.057, atom 34 (N): 0.000, atom 35 (C): -0.378, atom 36 (C): -0.069, atom 37 (C): -0.108, atom 38 (C): -0.124, atom 39 (C): -0.105, atom 40 (C): -0.078, atom 41 (H): -0.001, atom 42 (H): 0.007, atom 43 (H): 0.109, atom 44 (H): 0.096, atom 45 (H): 0.087, atom 46 (H): 0.097, atom 47 (H): 0.110, atom 48 (Cl): 0.580, atom 49 (C): -0.545, atom 50 (C): -1.138, atom 51 (O): -0.437, atom 52 (O): -0.543, atom 53 (H): 0.086, atom 54 (H): 0.084

No. 3
Molecular formula: C16H21ClN2O4
Method: DFT, ωB97M-V/def2-TZVPD

Results
Structure (SMILES): CCOC(=O)N1CCN(C(=O)COc2ccc(Cl)cc2C)CC1
Gap between HOMO and LUMO (Ha): 0.34074
Highest occupied orbital energy (eV): -8.57
Electronic energy (Ha): -1492.99986

ORCA input file:
```
! RIJCOSX wB97M-V def2-TZVPD def2/J DEFGRID3
* xyz 0 1
C 4.035 -2.180 3.797
C 2.768 -2.954 3.460
O 2.175 -2.497 2.245
C 1.405 -1.392 2.345
O 1.157 -0.827 3.384
N 0.960 -0.969 1.133
C 1.050 -1.753 -0.079
C -0.305 -2.405 -0.371
N -1.333 -1.382 -0.426
C -2.001 -1.181 -1.578
O -1.845 -1.891 -2.555
C -3.019 -0.034 -1.616
O -2.539 1.216 -1.174
C -1.567 1.847 -1.903
C -0.988 1.336 -3.056
C -0.014 2.059 -3.726
C 0.379 3.289 -3.237
Cl 1.593 4.200 -4.069
C -0.190 3.805 -2.083
C -1.163 3.096 -1.404
C -1.792 3.631 -0.155
C -1.426 -0.608 0.791
C -0.068 0.048 1.082
H 4.489 -2.599 4.690
H 3.790 -1.137 3.981
H 4.743 -2.239 2.974
H 2.039 -2.853 4.271
H 2.985 -4.009 3.283
H 1.823 -2.510 0.036
H 1.318 -1.081 -0.902
H -0.292 -2.921 -1.331
H -0.551 -3.117 0.425
H -3.856 -0.274 -0.952
H -3.398 0.027 -2.644
H -1.280 0.376 -3.449
H 0.431 1.660 -4.624
H 0.128 4.768 -1.713
H -2.876 3.597 -0.239
H -1.511 3.018 0.701
H -1.477 4.654 0.028
H -2.197 0.154 0.713
H -1.673 -1.288 1.616
H -0.089 0.557 2.046
H 0.180 0.761 0.289
*
```

And the Löwdin charges, in e, turn out to be: atom 1 (C): -0.061, atom 2 (C): -0.218, atom 3 (O): -0.012, atom 4 (C): -0.542, atom 5 (O): 0.093, atom 6 (N): -0.036, atom 7 (C): -0.102, atom 8 (C): -0.095, atom 9 (N): -0.036, atom 10 (C): -0.443, atom 11 (O): 0.054, atom 12 (C): -0.083, atom 13 (O): -0.068, atom 14 (C): -0.225, atom 15 (C): 0.003, atom 16 (C): -0.097, atom 17 (C): -0.677, atom 18 (Cl): 0.663, atom 19 (C): -0.065, atom 20 (C): -0.202, atom 21 (C): -0.023, atom 22 (C): -0.098, atom 23 (C): -0.101, atom 24 (H): 0.077, atom 25 (H): 0.075, atom 26 (H): 0.077, atom 27 (H): 0.121, atom 28 (H): 0.123, atom 29 (H): 0.126, atom 30 (H): 0.136, atom 31 (H): 0.124, atom 32 (H): 0.137, atom 33 (H): 0.143, atom 34 (H): 0.141, atom 35 (H): 0.107, atom 36 (H): 0.108, atom 37 (H): 0.112, atom 38 (H): 0.087, atom 39 (H): 0.080, atom 40 (H): 0.081, atom 41 (H): 0.117, atom 42 (H): 0.139, atom 43 (H): 0.128, atom 44 (H): 0.130

No. 4
Molecular formula: C16H21F2N4
Method: DFT, ωB97M-V/def2-TZVPD

Results
Gap between HOMO and LUMO (Ha): 0.27362
Highest occupied orbital energy (eV): -11.73
Electronic energy (Ha): -1040.77896

ORCA input file:
```
! RIJCOSX wB97M-V def2-TZVPD def2/J DEFGRID3
* xyz 1 1
C -0.677 1.657 3.990
C -0.663 1.732 2.492
N -1.721 1.941 1.839
C 0.673 1.476 1.808
N 0.975 0.030 1.926
C 2.011 -0.575 1.399
N 1.896 -1.843 0.933
N 3.250 0.042 1.269
H -0.676 0.616 4.325
H -1.576 2.126 4.375
H 0.204 2.128 4.425
H -1.567 1.925 0.831
H 0.599 1.713 0.749
H 1.457 2.064 2.284
H 0.284 -0.547 2.390
H 2.374 -2.597 1.414
H 0.936 -2.103 0.730
H 3.616 0.381 2.152
H 3.298 0.762 0.557
F 2.580 3.492 -3.920
C 2.619 2.157 -3.776
C 2.731 1.634 -2.502
C 2.769 0.254 -2.358
C 2.701 -0.578 -3.466
C 2.592 -0.020 -4.733
C 2.548 1.356 -4.898
H 2.790 2.312 -1.660
H 2.850 -0.187 -1.372
H 2.735 -1.652 -3.346
H 2.544 -0.661 -5.604
H 2.459 1.811 -5.875
F -2.511 0.326 -0.738
C -3.214 -0.716 -0.218
C -3.323 -0.802 1.155
C -4.022 -1.876 1.691
C -4.594 -2.825 0.855
C -4.468 -2.703 -0.523
C -3.771 -1.638 -1.077
H -2.859 -0.033 1.758
H -4.130 -1.964 2.764
H -5.143 -3.657 1.275
H -4.915 -3.442 -1.175
H -3.663 -1.519 -2.147
*
```

And the Löwdin charges, in e, turn out to be: atom 1 (C): -0.027, atom 2 (C): -0.422, atom 3 (N): 0.179, atom 4 (C): -0.077, atom 5 (N): 0.141, atom 6 (C): -0.409, atom 7 (N): 0.217, atom 8 (N): 0.161, atom 9 (H): 0.084, atom 10 (H): 0.092, atom 11 (H): 0.086, atom 12 (H): 0.062, atom 13 (H): 0.130, atom 14 (H): 0.129, atom 15 (H): 0.164, atom 16 (H): 0.142, atom 17 (H): 0.127, atom 18 (H): 0.120, atom 19 (H): 0.099, atom 20 (F): 0.072, atom 21 (C): -0.284, atom 22 (C): -0.027, atom 23 (C): -0.102, atom 24 (C): -0.090, atom 25 (C): -0.067, atom 26 (C): 0.001, atom 27 (H): 0.107, atom 28 (H): 0.065, atom 29 (H): 0.104, atom 30 (H): 0.112, atom 31 (H): 0.125, atom 32 (F): 0.030, atom 33 (C): -0.283, atom 34 (C): -0.033, atom 35 (C): -0.079, atom 36 (C): -0.087, atom 37 (C): -0.071, atom 38 (C): -0.012, atom 39 (H): 0.077, atom 40 (H): 0.106, atom 41 (H): 0.106, atom 42 (H): 0.111, atom 43 (H): 0.121

Q: Which of these has the lowest electronic energy?
A: C16H21AsF6OPbS4

Q: The highest electronic energy belongs to which entry?
A: C16H21F2N4

Q: The highest electronic energy belongs to which entry?
A: C16H21F2N4

Q: Which value of electronic energy does entry 1 give?
A: -5318.28339 Ha